# 1
The following is a DFT calculation (ωB97M-V with the def2-TZVPD basis set) of a molecular structure, C38H63BrClGeHgN10O4 at a distorted geometry.

The geometry in XYZ format:
```
119
Properties=species:S:1:pos:R:3:forces:R:3:lowdin_charge:R:1
Hg -0.240 1.273 0.183 -0.6 -0.2 0.2 1.067
C -1.272 4.835 4.185 0.3 0.0 0.8 -0.054
N -1.215 3.464 3.739 0.1 0.4 -0.5 -0.143
C -1.670 2.469 4.644 -0.9 0.0 0.9 -0.061
C -0.856 3.132 2.470 1.9 0.2 -0.2 -0.390
N -1.436 2.226 1.747 -0.2 0.2 0.3 -0.041
C -2.845 1.944 1.891 -0.6 -0.8 -0.4 -0.209
C -3.360 1.395 0.548 0.6 -0.4 0.4 -0.230
N -2.679 0.135 0.138 0.0 0.2 0.3 -0.194
C -2.959 -0.026 -1.311 0.7 -0.1 -0.3 -0.192
C -2.832 -1.423 -1.977 -0.1 1.2 0.4 -0.197
N -1.463 -1.899 -1.993 -0.2 0.8 0.0 0.137
C -1.173 -3.033 -2.451 0.1 -1.6 -1.1 -0.405
N -2.014 -4.163 -2.599 -0.3 0.2 0.9 -0.162
C -3.015 -4.512 -1.616 -0.3 1.1 0.0 -0.075
C -2.081 -4.877 -3.837 0.5 -0.6 -0.5 -0.079
N 0.103 -3.285 -2.976 0.2 0.1 0.0 -0.195
C 0.531 -2.602 -4.203 0.1 -1.8 0.0 -0.061
C 0.815 -4.511 -2.606 -0.3 0.8 -0.5 -0.071
C -3.047 -0.994 0.995 -0.9 -0.3 -0.7 -0.177
C -2.109 -1.336 2.136 0.5 1.2 0.6 -0.229
N -0.996 -2.109 1.703 -0.3 0.3 -0.6 0.119
C -0.614 -3.134 2.325 0.6 -0.6 0.4 -0.386
N -1.240 -3.732 3.472 -0.4 -0.6 -0.1 -0.194
C -1.191 -3.037 4.743 0.8 -0.4 0.2 -0.077
C -2.496 -4.391 3.161 0.5 0.0 0.1 -0.079
N 0.488 -3.821 1.831 -0.6 0.8 -0.7 -0.144
C 1.198 -3.149 0.718 0.6 -1.4 0.7 -0.058
C 1.280 -4.689 2.656 -0.3 0.0 0.1 -0.081
N 0.338 3.695 1.999 -0.6 -0.3 0.8 -0.150
C 1.392 4.021 2.985 -0.7 1.0 -0.7 -0.036
C 0.313 4.437 0.730 0.5 -0.3 0.7 -0.087
H -2.298 5.154 4.287 -0.5 0.1 0.0 0.082
H -0.790 5.504 3.489 0.1 0.1 -0.2 0.077
H -0.812 4.957 5.195 -0.1 -0.2 -0.7 0.103
H -1.227 2.655 5.628 0.0 0.0 -0.1 0.100
H -1.354 1.501 4.333 0.3 -0.7 -0.3 0.055
H -2.760 2.455 4.762 -0.1 0.1 0.0 0.090
H -3.420 2.845 2.119 0.1 0.1 0.0 0.127
H -3.081 1.198 2.679 0.3 0.4 -0.2 0.103
H -3.157 2.123 -0.246 -0.2 0.1 0.2 -0.027
H -4.435 1.211 0.668 -0.1 0.0 -0.2 0.117
H -2.305 0.700 -1.818 -0.1 -0.3 -0.1 0.053
H -3.950 0.359 -1.508 -0.7 -0.1 -0.2 0.108
H -3.178 -1.238 -3.017 0.2 -0.3 0.4 0.130
H -3.549 -2.094 -1.509 -0.1 -0.2 -0.1 0.070
H -2.831 -3.945 -0.688 -0.1 -0.3 -0.4 0.081
H -2.976 -5.570 -1.388 0.1 -0.3 0.0 0.077
H -4.031 -4.269 -1.994 0.2 -0.1 0.3 0.090
H -2.164 -5.985 -3.695 0.1 0.8 0.1 0.098
H -1.156 -4.666 -4.371 0.0 -0.2 -0.2 0.064
H -2.893 -4.569 -4.512 -0.2 0.1 0.3 0.086
H 0.752 -3.390 -4.979 0.0 0.5 0.5 0.091
H -0.258 -2.011 -4.635 -0.3 0.5 0.2 0.073
H 1.432 -2.029 -4.051 0.2 0.4 0.0 0.061
H 0.411 -4.875 -1.663 0.0 -0.2 -0.2 0.084
H 1.862 -4.242 -2.426 0.0 -0.2 -0.1 0.083
H 0.754 -5.270 -3.415 0.1 0.1 0.5 0.079
H -3.166 -1.889 0.357 0.3 0.3 0.4 0.094
H -4.068 -0.835 1.395 0.2 0.1 0.1 0.120
H -2.711 -1.752 2.945 0.0 -0.3 0.0 0.087
H -1.657 -0.408 2.574 -0.5 -0.4 -0.4 0.098
H -0.154 -2.712 4.863 -0.2 0.2 0.2 0.064
H -1.432 -3.723 5.591 0.1 0.3 -0.7 0.092
H -1.840 -2.170 4.806 -0.2 0.3 0.1 0.067
H -2.336 -5.116 2.376 0.0 -0.1 -0.4 0.080
H -3.295 -3.715 2.878 -0.4 0.3 -0.2 0.065
H -2.843 -4.947 4.021 0.0 -0.1 0.4 0.074
H 0.504 -2.904 -0.073 -0.1 0.3 -0.1 0.049
H 1.928 -3.908 0.332 -0.4 0.7 0.2 0.089
H 1.741 -2.259 1.075 -0.3 -0.1 -0.2 0.080
H 0.672 -4.989 3.513 0.2 -0.1 -0.2 0.083
H 2.147 -4.140 3.013 0.4 -0.1 0.2 0.076
H 1.566 -5.562 2.058 0.2 0.0 0.3 0.078
H 1.584 3.215 3.672 -0.2 -0.5 0.2 0.082
H 1.130 4.936 3.570 0.5 -0.5 -0.4 0.075
H 2.311 4.187 2.423 -0.1 0.2 0.1 0.066
H 0.333 5.494 0.970 -0.4 0.5 -0.1 0.080
H -0.557 4.145 0.144 0.0 0.3 -0.1 -0.053
H 1.224 4.254 0.164 0.1 -0.3 -0.2 0.069
Br -2.119 3.722 -1.902 0.0 0.0 0.1 -0.276
C 2.298 -0.752 -1.704 0.7 1.1 -0.1 -0.215
Ge 1.507 1.086 -1.459 0.3 -1.2 -0.5 0.767
C 0.697 1.668 -3.142 0.1 0.6 -0.2 -0.361
C 0.808 2.909 -3.799 1.3 -0.4 1.1 -0.149
C 0.139 3.128 -4.975 -0.6 -0.2 -0.2 -0.114
C -0.728 2.167 -5.480 0.1 -0.4 0.1 -0.093
C -0.905 0.964 -4.804 -0.4 0.6 -0.5 -0.099
C -0.197 0.740 -3.653 0.3 -0.5 0.4 -0.184
C 3.007 2.115 -0.787 0.3 0.4 0.4 -0.277
C 3.175 2.165 0.578 0.1 -0.1 -0.6 -0.134
C 4.198 2.968 1.111 0.3 0.6 0.7 -0.096
C 4.995 3.775 0.330 -0.2 -1.1 0.3 -0.027
C 4.927 3.661 -1.092 -0.7 -0.2 1.2 -0.182
C 5.805 4.329 -1.942 0.7 0.8 -0.2 -0.063
C 5.784 4.129 -3.291 -0.7 -0.5 -0.1 -0.084
C 4.834 3.213 -3.829 0.2 -0.2 -0.1 -0.075
C 3.940 2.563 -3.018 0.1 0.1 -0.1 -0.060
C 3.939 2.805 -1.625 -0.2 -0.4 -0.1 -0.175
H 2.943 -0.658 -2.603 -0.2 -0.2 0.5 0.020
H 1.560 -1.517 -1.873 -0.3 -0.3 0.1 -0.033
H 2.936 -0.962 -0.820 -0.5 0.0 -0.5 0.026
H 1.517 3.663 -3.394 -0.8 -0.5 -0.4 0.113
H 0.225 4.064 -5.480 0.1 0.5 -0.3 0.093
H -1.250 2.347 -6.401 -0.2 0.1 -0.2 0.090
H -1.634 0.230 -5.122 0.0 0.0 -0.2 0.096
H -0.349 -0.199 -3.138 0.0 0.0 0.2 0.051
H 2.549 1.557 1.232 0.1 0.3 0.0 0.072
H 4.327 2.980 2.202 0.0 0.0 -0.5 0.110
H 5.775 4.328 0.843 0.0 0.3 -0.3 0.104
H 6.487 5.043 -1.475 0.0 -0.2 -0.3 0.112
H 6.470 4.643 -3.948 0.1 0.1 0.0 0.093
H 4.833 2.981 -4.890 0.1 0.2 0.1 0.099
H 3.228 1.819 -3.394 0.4 0.5 -0.1 0.089
O 0.274 -0.111 4.788 0.1 0.7 -0.3 -0.368
Cl 1.389 -0.312 3.882 0.6 -2.2 0.6 0.649
O 2.471 0.596 4.142 0.0 0.3 0.5 -0.356
O 1.820 -1.708 4.072 0.1 1.1 -0.2 -0.375
O 1.003 -0.151 2.514 -0.6 0.5 -0.7 -0.428
```
Forces are in eV/Å.

Computed properties:
Net charge: -1
Orbital gap: 0.263 Eh
Energy relative to the best compared isomer or geometry (same formula, charge and spin): 0.5519 eV
HOMO level: -4.9 eV

=====

# 2
The following is a DFT calculation (ωB97M-V with the def2-TZVPD basis set) of C4H7N3O in the gas phase at a distorted geometry.

The geometry in XYZ format:
```
15
Properties=species:S:1:pos:R:3:forces:R:3:lowdin_charge:R:1
C -0.002 1.463 0.573 -1.8 -0.6 -2.4 -0.009
C 0.437 0.286 -0.463 -2.8 2.3 -1.6 -0.273
C 1.801 -0.058 -0.524 4.1 2.5 0.2 -0.251
N 2.126 -1.182 -0.074 0.1 -1.2 1.1 0.031
N 0.940 -1.829 0.406 -1.5 0.7 -2.3 0.064
C -0.077 -1.084 -0.062 7.9 1.3 1.4 -0.391
N -1.258 -1.393 0.210 -5.7 3.5 -0.1 0.058
O -2.209 -0.562 -0.537 -0.4 0.6 2.3 -0.046
H 0.237 1.115 1.562 0.3 0.5 0.5 0.071
H 0.266 2.569 0.252 -0.2 -2.6 0.8 0.121
H -1.142 1.327 0.424 1.8 1.0 0.7 0.057
H 0.111 0.730 -1.479 0.2 -1.2 1.3 0.171
H 2.607 0.706 -0.683 -0.7 -0.9 -0.4 0.132
H -1.390 -2.332 0.298 -1.8 -3.0 0.1 0.122
H -2.448 0.244 0.096 0.7 -2.9 -1.6 0.143
```
Forces are in eV/Å.

Computed properties:
Orbital gap: 0.323 Eh
Energy relative to the best compared isomer or geometry (same formula, charge and spin): 5.3711 eV
HOMO level: -8.5 eV
SMILES string: C[C@H]1C=NN=C1NO

=====

# 3
The following is a DFT calculation (ωB97M-V with the def2-TZVPD basis set) of 5 unconnected molecules or ions with the total composition C13H29BrCl8N4O2P at a distorted geometry.

The geometry in XYZ format:
```
58
Properties=species:S:1:pos:R:3:forces:R:3:lowdin_charge:R:1
C 2.359 -4.076 -0.181 0.0 0.0 0.0 -0.092
C 1.309 -3.066 -0.636 -0.1 -0.2 0.0 -0.235
C 0.634 -2.340 0.537 0.2 -0.2 0.1 -0.154
N 1.172 -0.989 0.740 -1.2 0.1 0.4 0.005
C 0.904 -0.358 2.077 0.3 -0.1 -0.2 -0.020
C 0.552 1.091 1.689 0.1 0.1 0.2 -0.368
O 1.029 1.990 2.624 0.1 0.1 -0.1 0.003
N 1.149 1.265 0.320 -0.1 -0.5 0.0 0.001
C 2.609 1.517 0.475 0.1 0.1 0.0 -0.189
C 3.532 1.408 -0.741 0.0 -0.1 0.3 -0.704
C 4.042 0.008 -1.054 0.0 0.1 -0.1 -0.121
Br 2.790 2.262 -2.324 -0.1 0.1 -0.1 0.731
C 0.835 -0.040 -0.152 0.3 0.3 -0.3 -0.406
N 0.150 -0.230 -1.245 0.7 0.3 0.1 0.050
P -0.541 1.141 -2.285 0.0 -0.5 -0.1 0.812
N -2.093 0.498 -2.388 0.3 -0.5 -0.2 -0.155
O 0.017 0.535 -3.699 -0.2 0.4 0.0 -0.309
H 1.906 -4.829 0.467 0.0 0.0 0.0 0.081
H 2.796 -4.595 -1.035 0.0 0.0 0.0 0.080
H 3.170 -3.593 0.369 -0.1 0.0 0.0 0.080
H 0.541 -3.589 -1.214 0.0 0.0 0.0 0.116
H 1.760 -2.341 -1.319 0.0 0.0 0.0 0.090
H -0.461 -2.288 0.421 0.2 0.1 0.0 0.100
H 0.827 -2.878 1.466 0.0 -0.1 -0.1 0.132
H 0.036 -0.851 2.519 0.1 0.0 0.1 0.122
H 1.764 -0.442 2.739 0.0 0.1 0.0 0.138
H -0.534 1.176 1.570 0.0 0.1 -0.1 0.103
H 0.835 2.896 2.333 -0.3 -0.1 0.2 0.071
H 3.024 0.846 1.240 0.1 0.1 -0.1 0.133
H 2.682 2.530 0.864 -0.1 -0.1 0.0 0.127
H 4.383 2.045 -0.502 0.0 -0.1 -0.1 0.089
H 4.792 -0.273 -0.311 -0.1 0.0 0.1 0.093
H 4.527 -0.016 -2.029 0.0 0.0 0.0 0.074
H 3.250 -0.739 -1.038 0.0 0.0 -0.1 0.048
H -0.087 -1.195 -1.460 -0.1 0.1 -0.1 0.108
H -2.433 0.088 -1.525 -0.3 0.4 0.1 -0.039
H -2.166 -0.212 -3.118 -0.1 0.1 -0.1 -0.031
H 0.516 1.201 -4.192 0.1 -0.2 0.1 0.039
C -2.343 4.092 1.639 -0.1 -0.2 0.1 -0.998
Cl -1.722 3.542 0.073 0.1 0.0 0.1 0.510
Cl -1.086 4.804 2.654 0.1 0.1 -0.1 0.543
H -3.117 4.829 1.465 0.1 0.1 0.0 0.033
H -2.729 3.228 2.170 0.0 0.0 0.0 -0.016
C -2.847 -0.774 -6.438 0.0 0.0 0.0 -1.010
Cl -4.517 -1.007 -6.934 0.0 0.0 0.0 0.534
Cl -2.391 -1.845 -5.092 0.0 -0.1 0.0 0.513
H -2.197 -1.004 -7.273 0.0 0.0 0.0 0.027
H -2.723 0.250 -6.106 0.0 0.0 0.0 0.023
C -4.263 -1.380 1.236 0.0 0.0 0.0 -0.968
Cl -4.632 -2.499 -0.064 0.0 0.0 0.0 0.547
Cl -2.728 -0.511 0.931 0.0 0.1 0.1 0.546
H -5.044 -0.633 1.303 0.0 0.0 0.0 0.034
H -4.144 -1.927 2.162 0.0 0.0 0.0 0.033
C -0.896 1.542 5.681 0.1 0.0 0.0 -1.009
Cl -2.348 2.068 4.812 -0.1 0.0 0.0 0.512
Cl -1.026 -0.127 6.245 0.0 0.0 0.0 0.514
H -0.061 1.603 4.995 0.0 0.1 0.0 -0.001
H -0.766 2.192 6.538 0.0 0.0 0.0 0.032
```
Forces are in eV/Å.

Computed properties:
Net charge: +1
Orbital gap: 0.363 Eh
HOMO level: -12.4 eV

=====

# 4
The following is a DFT calculation (ωB97M-V with the def2-TZVPD basis set) of C5H9NO in the gas phase at a distorted geometry.

The geometry in XYZ format:
```
16
Properties=species:S:1:pos:R:3:forces:R:3:lowdin_spin:R:1
C 0.525 1.796 0.755 -4.3 -4.6 3.1 0.476
C -0.412 -1.697 -0.142 -4.1 0.3 2.5 0.017
C -0.562 -1.167 1.302 -0.6 -0.4 -0.4 0.031
C -0.786 -0.266 0.137 3.8 -0.9 -0.2 0.067
C 0.767 0.830 -1.511 0.5 -3.6 1.7 0.058
N 0.185 0.734 -0.200 1.2 0.8 -0.5 0.653
O 1.277 2.709 0.560 4.1 4.4 -2.4 0.549
H -0.090 1.666 1.616 -0.6 0.0 0.8 0.058
H 0.477 -2.082 -0.408 3.3 -0.4 -1.0 0.003
H -1.173 -2.447 -0.279 -0.5 0.3 -0.8 0.002
H -1.469 -1.449 1.877 0.9 0.2 -0.5 0.001
H 0.346 -1.137 1.833 0.8 0.4 0.7 0.009
H -1.749 0.033 0.057 -3.0 1.1 -0.7 0.027
H -0.041 0.706 -2.123 -1.9 -1.4 -2.3 0.013
H 1.117 1.710 -1.856 1.5 3.4 0.3 0.002
H 1.587 0.062 -1.617 -1.0 0.5 -0.1 0.033
```
Forces are in eV/Å.

Computed properties:
Orbital gap (alpha / beta): 0.180 / 0.249 Eh
Multiplicity: 3
Energy relative to the best compared isomer or geometry (same formula, charge and spin): 2.2883 eV
HOMO level (alpha / beta): -4.1 / -9.2 eV

=====

# 5
The following is a DFT calculation (ωB97M-V with the def2-TZVPD basis set) of C18H19FN2O5S2 in the gas phase at a distorted geometry.

The geometry in XYZ format:
```
47
Properties=species:S:1:pos:R:3:forces:R:3:lowdin_charge:R:1
C -4.715 -0.521 2.528 0.3 0.4 -0.8 -0.117
S -4.295 0.390 1.014 -0.2 -0.2 0.4 0.649
O -5.457 0.428 0.169 -0.1 -0.3 -0.1 -0.312
O -3.698 1.645 1.391 0.3 -0.1 0.3 -0.321
C -3.038 -0.630 0.243 -0.4 0.2 0.3 -0.292
C -3.361 -1.432 -0.832 -0.2 0.0 -0.1 -0.058
C -2.362 -2.200 -1.410 -0.1 0.1 0.1 -0.049
C -1.066 -2.154 -0.925 0.1 -0.1 -0.1 0.008
C -0.749 -1.326 0.151 -0.4 -0.1 -0.1 -0.201
N 0.543 -1.181 0.653 -0.1 0.0 0.4 0.142
C 1.712 -1.567 0.075 0.2 0.0 0.4 -0.415
O 1.821 -2.329 -0.859 0.0 -0.1 -0.3 0.089
C 2.907 -0.841 0.708 -0.2 -0.6 0.2 -0.224
C 4.265 -1.425 0.321 -0.1 0.1 -0.1 -0.112
C 5.163 -0.192 0.209 -0.3 0.0 0.0 -0.142
C 4.220 0.846 -0.398 0.5 0.5 -0.4 -0.168
N 2.913 0.506 0.139 -0.5 0.7 0.6 -0.199
S 1.901 1.656 0.763 -0.1 -0.1 -0.6 0.700
O 2.572 2.918 0.801 0.1 0.0 -0.1 -0.260
O 1.335 1.142 1.990 0.1 0.0 0.1 -0.294
C 0.551 1.718 -0.420 0.6 0.0 0.4 -0.268
C 0.639 1.071 -1.637 0.0 0.0 -0.1 -0.052
C -0.459 1.053 -2.480 -0.2 0.1 0.1 0.018
C -1.619 1.695 -2.075 0.2 0.0 0.1 -0.258
F -2.687 1.656 -2.887 0.0 0.0 0.1 0.079
C -1.711 2.368 -0.869 0.1 0.0 -0.2 0.008
C -0.607 2.369 -0.034 0.0 0.1 0.0 -0.049
C -1.757 -0.569 0.747 0.3 -0.1 0.0 -0.007
H -3.821 -0.600 3.132 0.2 0.0 0.1 0.062
H -5.481 0.038 3.051 -0.1 0.2 0.0 0.068
H -5.085 -1.495 2.237 0.0 -0.2 -0.1 0.067
H -4.373 -1.427 -1.203 -0.1 -0.1 -0.1 0.113
H -2.591 -2.836 -2.251 0.0 -0.1 -0.1 0.111
H -0.289 -2.741 -1.385 0.0 0.0 0.0 0.105
H 0.629 -0.487 1.397 0.0 -0.3 -0.2 0.099
H 2.777 -0.782 1.795 0.0 -0.1 -0.1 0.151
H 4.166 -1.922 -0.646 0.0 0.0 0.1 0.118
H 4.620 -2.145 1.054 0.0 -0.1 0.0 0.123
H 5.486 0.129 1.199 0.0 0.1 0.0 0.118
H 6.039 -0.366 -0.411 0.0 0.0 0.0 0.115
H 4.196 0.759 -1.491 0.1 0.1 0.1 0.125
H 4.459 1.874 -0.127 0.1 -0.1 -0.1 0.113
H 1.550 0.567 -1.917 0.1 -0.1 -0.1 0.114
H -0.430 0.544 -3.430 0.0 -0.1 -0.1 0.127
H -2.633 2.842 -0.575 -0.1 0.0 0.0 0.120
H -0.644 2.859 0.926 -0.1 0.1 0.2 0.130
H -1.538 0.093 1.571 0.1 0.1 0.1 0.127
```
Forces are in eV/Å.

Computed properties:
Orbital gap: 0.350 Eh
Energy relative to the best compared isomer or geometry (same formula, charge and spin): 0.6474 eV
HOMO level: -9.1 eV
SMILES string: CS(=O)(=O)c1cccc(NC(=O)[C@H]2CCCN2S(=O)(=O)c2ccc(F)cc2)c1

=====

# 6
The following is a DFT calculation (ωB97M-V with the def2-TZVPD basis set) of C3H5NS in the gas phase at a distorted geometry.

The geometry in XYZ format:
```
10
Properties=species:S:1:pos:R:3:forces:R:3:lowdin_charge:R:1
C 0.557 -1.183 -0.003 -2.6 -0.2 0.0 -0.244
N -0.657 -1.633 0.113 1.2 -0.3 -0.4 -0.301
S -1.857 -0.427 -0.188 0.4 -0.4 0.2 0.829
C -0.659 0.838 0.231 -0.6 2.1 2.0 -0.529
C 0.611 0.281 -0.321 2.3 1.2 0.3 -0.294
H 1.394 -1.874 0.110 -0.2 0.3 0.0 0.109
H -0.954 1.920 -0.018 0.5 -1.8 -0.2 0.109
H -0.589 0.833 1.359 -0.1 0.0 -1.0 0.085
H 0.600 0.485 -1.389 0.3 -0.4 -0.4 0.104
H 1.554 0.759 0.106 -1.2 -0.4 -0.5 0.131
```
Forces are in eV/Å.

Computed properties:
Orbital gap: 0.349 Eh
Energy relative to the best compared isomer or geometry (same formula, charge and spin): 0.5220 eV
HOMO level: -8.6 eV
SMILES string: C1=NSCC1

=====

# 7
The following is a DFT calculation (ωB97M-V with the def2-TZVPD basis set) of 2 unconnected molecules or ions with the total composition CH2N2S at a distorted geometry.

The geometry in XYZ format:
```
6
Properties=species:S:1:pos:R:3:forces:R:3:lowdin_charge:R:1
C -1.710 -0.354 -0.849 0.2 -1.0 -2.0 -0.150
N 1.252 -0.088 -0.250 1.1 1.1 1.1 -0.533
N -2.125 -0.003 0.156 0.0 0.3 0.4 0.040
S 2.088 0.813 0.624 -1.3 -1.6 1.0 0.635
H -1.434 -0.775 -1.852 -0.2 0.8 1.7 0.077
H 1.929 0.407 2.172 0.2 0.5 -2.1 -0.069
```
Forces are in eV/Å.

Computed properties:
Orbital gap: 0.302 Eh
Energy relative to the best compared isomer or geometry (same formula, charge and spin): 2.7574 eV
HOMO level: -9.4 eV

=====

| no. | E_tot (eV) |
| --- | --- |
| 1 | -206768.98932 |
| 2 | -10774.37624 |
| 3 | -203513.36629 |
| 4 | -8861.48790 |
| 5 | -56580.07925 |
| 6 | -15516.35038 |
| 7 | -14880.82320 |